Entry 1:
Below is an isolated molecule of C6H7P, with properties calculated with ωB97M-V/def2-TZVPD.

Output
Total energy   -15617.853 eV
Maximum force   4.1 eV Å⁻¹
HOMO-LUMO gap   7.726 eV
SMILES string   C#P=C=C(C)C=C
ΔE to the lowest compared entry with this formula, charge and spin   565.67 kJ/mol
HOMO level   -7.96 eV
LUMO   -0.231 eV

Each line ends with the natural charge from an NBO analysis.
Cartesian coordinates (Å):
C -3.3860 -1.0270 0.2870  -0.625
P -3.8886 0.5079 -0.1257  0.761
C -2.1524 0.6729 -0.1417  -0.267
C -0.8642 0.4509 -0.0090  -0.146
C -0.2558 -0.9116 -0.2378  -0.620
C 0.1509 1.5187 0.0473  -0.186
C 1.4859 1.4426 0.1760  -0.389
H -2.8473 -1.8915 0.5551  0.217
H 0.3185 -0.7278 -1.1248  0.228
H -1.1534 -1.5595 -0.4009  0.212
H 0.1965 -1.2887 0.6123  0.218
H -0.1755 2.5848 0.1420  0.207
H 1.9419 2.3718 0.3517  0.196
H 2.1225 0.5888 0.2609  0.195

Atoms 1-2, force components in eV/Å:
C -0.4 3.9 -1.4
P 0.2 -1.8 0.5

=====

Entry 2:
Below is the ion C6H7SSi with charge -1, with properties calculated with ωB97M-V/def2-TZVPD.

Output
Total energy   -25046.900 eV
Maximum force   4.5 eV Å⁻¹
HOMO-LUMO gap   6.603 eV
Charge   -1
HOMO level   -2.88 eV
LUMO   3.727 eV

Each line ends with the natural charge from an NBO analysis.
Cartesian coordinates (Å):
C 1.6959 0.6418 -0.7900  -0.324
C 2.1863 -0.0480 0.2824  -0.153
C 0.3130 0.7399 -1.1111  -0.267
C 1.4259 -0.7289 1.2528  -0.446
C -0.6750 0.2173 -0.3715  -0.505
C 0.0737 -0.7710 1.3144  -0.067
Si -2.4998 0.0831 -0.4513  0.893
S -1.0348 -1.3769 2.3490  -0.315
H 2.4002 1.1407 -1.4516  0.183
H 3.2677 -0.0672 0.4211  0.185
H 0.0678 1.2728 -2.0378  0.177
H 1.9772 -1.2392 2.0418  0.196
H -2.9219 -1.3023 -0.7279  -0.179
H -3.1429 0.9003 -1.5127  -0.211
H -3.1334 0.5376 0.7924  -0.166

Atoms 1-2, force components in eV/Å:
C 0.6 0.1 -0.1
C 0.0 0.3 -0.3

=====

Entry 3:
Below is an isolated molecule of C6H8, with properties calculated with ωB97M-V/def2-TZVPD.

Output
Total energy   -6347.886 eV
Maximum force   0.2 eV Å⁻¹
HOMO-LUMO gap (alpha / beta)   7.755 / 7.758 eV
SMILES string   CC1=C=CCC1
ΔE to the lowest compared entry with this formula, charge and spin   279.61 kJ/mol
HOMO level (alpha / beta)   -7.96 / -7.96 eV
LUMO (alpha / beta)   -0.206 / -0.205 eV

Each line ends with the natural charge from an NBO analysis.
Cartesian coordinates (Å):
C -0.4663 -0.7785 -1.8108  -0.674
C -0.5366 0.0514 -0.5772  0.169
C -0.2401 1.3836 -0.5525  -0.218
C 0.4923 1.6142 0.5628  -0.142
C 0.7803 0.3243 1.3173  -0.442
C -0.4443 -0.5367 0.8167  -0.458
H 0.1989 -1.6345 -1.6405  0.222
H -0.0742 -0.1652 -2.6266  0.235
H -1.4357 -1.1833 -2.1240  0.239
H 0.7766 2.5896 0.9567  0.200
H 0.8311 0.4678 2.4043  0.209
H 1.7080 -0.1800 1.0068  0.215
H -0.2743 -1.6212 0.8159  0.209
H -1.3157 -0.3314 1.4511  0.235

Atoms 1-2, force components in eV/Å:
C 0.0 0.0 -0.1
C 0.2 0.0 0.0

=====

Entry 4:
Below is an isolated molecule of C6H8, with properties calculated with ωB97M-V/def2-TZVPD.

Output
Total energy   -6344.783 eV
Maximum force   6.2 eV Å⁻¹
HOMO-LUMO gap (alpha / beta)   7.477 / 7.483 eV
ΔE to the lowest compared entry with this formula, charge and spin   579.04 kJ/mol
HOMO level (alpha / beta)   -6.39 / -6.40 eV
LUMO (alpha / beta)   1.085 / 1.086 eV

Each line ends with the natural charge from an NBO analysis.
Cartesian coordinates (Å):
C -1.0781 -1.0218 1.4250  -0.181
C -2.0156 -0.1379 1.0492  -0.149
C -0.2994 -0.0170 -1.4633  -0.595
C 0.4531 0.7780 -0.3215  -0.244
C -0.6742 0.2610 0.6468  0.058
C 1.8120 0.2370 -0.0089  -0.616
H -1.0634 -1.9385 1.8488  0.221
H -3.1019 0.1156 1.0511  0.237
H -0.8229 0.6192 -2.1743  0.192
H 0.0921 -0.9783 -1.8363  0.194
H 0.2374 1.8226 -0.3711  0.222
H 2.2634 -0.1793 -0.9142  0.225
H 1.7835 -0.6492 0.7564  0.220
H 2.4139 1.0886 0.3124  0.216

Atoms 1-2, force components in eV/Å:
C -1.5 5.5 -2.5
C 0.9 0.1 0.7

=====

Entry 5:
Below is an isolated molecule of C6H8, with properties calculated with ωB97M-V/def2-TZVPD.

Output
Total energy   -6349.311 eV
Maximum force   1.2 eV Å⁻¹
HOMO-LUMO gap   10.540 eV
SMILES string   C=C/C=C/C=C
ΔE to the lowest compared entry with this formula, charge and spin   142.14 kJ/mol
HOMO level   -9.39 eV
LUMO   1.145 eV

Each line ends with the natural charge from an NBO analysis.
Cartesian coordinates (Å):
C -0.7591 -2.7615 0.4165  -0.378
C 0.2232 -1.8817 0.3647  -0.212
C 0.0686 -0.4007 0.5339  -0.220
C 0.0596 0.3724 -0.5434  -0.206
C -0.2297 1.8276 -0.5980  -0.211
C 0.6261 2.7828 -0.2729  -0.379
H -0.5715 -3.8204 0.3088  0.193
H -1.7825 -2.6095 0.7213  0.193
H 1.1945 -2.2240 -0.0087  0.205
H 0.1215 -0.0171 1.5456  0.213
H 0.2194 -0.1249 -1.5026  0.203
H -1.2020 2.0557 -1.0207  0.208
H 1.6571 2.6701 0.0229  0.199
H 0.3187 3.8275 -0.3424  0.194

Atoms 1-2, force components in eV/Å:
C -0.1 -0.9 0.7
C 0.2 0.5 -0.7

=====

Entry 6:
Below is an isolated molecule of C6H8, with properties calculated with ωB97M-V/def2-TZVPD.

Output
Total energy   -6348.154 eV
Maximum force   3.3 eV Å⁻¹
HOMO-LUMO gap   11.001 eV
SMILES string   C#C[C@H](C)C=C
ΔE to the lowest compared entry with this formula, charge and spin   253.77 kJ/mol
HOMO level   -9.88 eV
LUMO   1.119 eV

Each line ends with the natural charge from an NBO analysis.
Cartesian coordinates (Å):
C 2.3764 -1.0420 0.0734  -0.259
C 1.3294 -0.3818 0.0541  0.003
C 0.0032 0.2923 -0.3259  -0.335
C 0.1452 1.8148 -0.0564  -0.591
C -1.2254 -0.1727 0.4341  -0.172
C -2.1629 -0.9326 -0.1394  -0.405
H 3.3753 -1.4360 0.0584  0.242
H -0.2374 0.0744 -1.4243  0.236
H 1.1468 2.1916 -0.2739  0.225
H 0.0232 1.9104 1.0822  0.202
H -0.6992 2.3670 -0.5462  0.220
H -1.1700 0.1803 1.5822  0.215
H -3.0377 -1.2684 0.4646  0.203
H -2.1956 -1.4866 -1.1820  0.216

Atoms 1-2, force components in eV/Å:
C -2.5 2.2 0.0
C 1.1 -1.8 -0.9

=====

Entry 7:
Below is a structure of composition C6H8, with properties calculated with ωB97M-V/def2-TZVPD.

Output
Total energy   -6342.354 eV
Maximum force   4.1 eV Å⁻¹
HOMO-LUMO gap   6.680 eV
ΔE to the lowest compared entry with this formula, charge and spin   813.40 kJ/mol
HOMO level   -6.82 eV
LUMO   -0.139 eV

Each line ends with the natural charge from an NBO analysis.
Cartesian coordinates (Å):
C 1.1607 -0.6921 0.8184  -0.487
C 1.2682 0.7350 0.7104  -0.371
C -0.3252 0.9448 -1.2064  -0.285
C 0.1555 0.1606 -0.1285  -0.202
C -1.2215 0.0134 0.1820  -0.226
C -1.0966 -1.3187 -0.2015  -0.069
H 2.0727 -1.1514 0.4222  0.160
H 2.0561 1.1087 0.0362  0.177
H 0.8725 1.4725 1.4025  0.185
H -0.3215 0.5630 -2.2198  0.195
H -0.4588 2.0101 -1.1590  0.218
H -1.6413 0.5138 1.0450  0.244
H -1.0741 -2.1158 0.5247  0.243
H -0.7761 -1.5509 -1.2048  0.220

Atoms 1-2, force components in eV/Å:
C 1.6 -0.7 1.2
C 0.7 0.3 0.6

=====

Entry 8:
Below is a cluster of 4 separate species, C6H8 in total, with properties calculated with ωB97M-V/def2-TZVPD.

Output
Total energy   -6339.374 eV
Maximum force   4.5 eV Å⁻¹
HOMO-LUMO gap   7.197 eV
ΔE to the lowest compared entry with this formula, charge and spin   1100.89 kJ/mol
HOMO level   -8.72 eV
LUMO   -1.526 eV

Each line ends with the natural charge from an NBO analysis.
Cartesian coordinates (Å):
C 2.0371 -1.4812 -1.5609  -0.553
C 1.1521 -0.8338 -0.6070  -0.170
C 0.3752 -0.1704 0.0271  0.010
C -0.6711 0.6323 0.6878  -0.083
C -1.8832 0.9266 -0.2388  -0.634
C -0.7283 0.9335 1.9820  -0.348
H 2.5322 -0.3405 -3.0233  0.230
H 0.8772 -2.9554 -2.0994  0.196
H 3.2465 -1.8468 -0.4323  0.256
H -2.5213 1.8174 0.2528  0.218
H -1.5812 1.2434 -1.3159  0.233
H -2.5515 -0.0128 -0.2402  0.229
H 0.0570 0.7367 2.7206  0.214
H -1.7497 1.3160 2.3967  0.202

Atoms 1-2, force components in eV/Å:
C 0.5 -0.8 1.4
C 1.0 -0.3 -2.2

=====

Number 3 is which compound?
C6H8